1.
Below is a cluster of 2 separate species, C5H14 in total, with properties calculated with wB97M-V/def2-TZVPD.

* orbital gap: 12.1 eV
* max |F|: 1.50 eV/A

Structure (XYZ):
```
19
Properties=species:S:1:pos:R:3:forces:R:3:mulliken_charge:R:1
C -0.29243 1.39167 -2.55837 0.7 -0.5 -0.3 -1.21
C -0.66981 0.62530 -1.29543 -1.0 -0.2 0.6 0.37
C -1.03162 1.50395 -0.08743 -1.1 -0.2 0.6 -1.27
H 0.45607 0.84051 -3.13716 0.1 0.1 0.1 0.35
H 0.12111 2.37652 -2.33490 -0.1 0.0 -0.1 0.33
H -1.11794 1.48462 -3.26207 -0.3 0.3 0.3 0.29
H -1.59658 0.07711 -1.49201 0.0 0.1 -0.2 0.21
H -0.01369 -0.18976 -1.01001 0.6 0.3 -0.2 -0.08
H -1.46345 2.43350 -0.44187 -0.1 0.3 0.0 0.39
H -1.83777 1.01369 0.48336 0.1 0.1 -0.3 0.34
H -0.34591 1.75066 0.72623 0.8 -0.1 -0.7 0.31
C 0.89847 -2.28277 2.22116 0.8 -1.2 -0.4 -0.99
C 1.01140 -1.02156 1.37427 0.0 0.7 1.1 -0.56
H 1.40480 -2.27512 3.19096 -0.1 0.5 -0.1 0.29
H -0.10716 -2.64536 2.40204 -0.3 0.2 -0.1 0.30
H 1.40564 -3.10113 1.68566 -0.2 0.1 0.1 0.27
H 1.14280 -1.20376 0.32066 -0.3 -0.3 -0.3 0.24
H 1.87258 -0.41754 1.66364 0.2 -0.1 0.1 0.32
H 0.16349 -0.36053 1.55126 -0.1 -0.1 -0.3 0.10
```
Positions in Å, forces in eV/Å.



2.
Below is a cluster of 3 separate species, C6H17INO3 in total, with properties calculated with wB97M-V/def2-TZVPD.

* orbital gap: 7.2 eV
* max |F|: 1.78 eV/A
* total charge: -1

Structure (XYZ):
```
28
Properties=species:S:1:pos:R:3:forces:R:3:mulliken_charge:R:1
I -0.35883 3.26281 -1.10617 0.0 0.0 0.0 -0.78
C 0.84919 -0.57466 1.98762 0.7 -0.4 0.3 -1.37
C -0.32111 -0.98613 1.10715 0.1 0.9 0.1 0.37
C -1.64546 -0.47217 1.67675 -0.6 -1.0 -1.1 -0.64
O -1.69595 -0.75626 3.05156 0.1 0.2 0.3 -0.28
C -2.92235 -0.43247 3.64148 -0.4 0.0 -0.1 -0.75
N -0.19904 -0.46468 -0.26160 -0.3 -0.1 0.6 -0.37
H 0.91199 0.50090 2.15936 -0.3 0.0 0.0 0.30
H 1.80035 -0.85167 1.51691 -0.1 0.0 -0.2 0.41
H 0.84693 -1.10712 2.94279 -0.2 0.2 0.1 0.34
H -0.38872 -2.07606 1.10142 0.1 -0.1 -0.1 0.18
H -2.43007 -1.03025 1.13484 -0.1 -0.1 0.2 0.32
H -1.89176 0.56357 1.41078 0.6 0.3 0.4 0.40
H -3.34583 0.47483 3.19436 0.1 0.1 0.2 0.33
H -2.77528 -0.28659 4.71170 0.1 0.1 0.0 0.23
H -3.67701 -1.22371 3.52086 0.1 -0.1 -0.1 0.26
H -0.31978 0.54812 -0.18121 0.1 0.0 -0.5 0.02
H 0.75388 -0.61215 -0.57834 0.0 0.0 -0.2 0.21
C 2.29027 0.55844 -2.85515 0.3 0.9 -0.7 -0.19
C 1.00313 0.38749 -3.64614 -0.6 -0.9 1.4 -0.39
O 0.57910 1.62639 -4.14272 0.1 -0.1 -0.4 -0.50
O 2.74186 -0.63467 -2.22614 -0.3 -0.2 0.0 -0.55
H 2.09635 1.36790 -2.14200 0.0 -0.2 0.2 0.15
H 3.05749 0.93186 -3.55140 0.0 -0.1 0.1 0.32
H 0.24568 0.00601 -2.94295 0.1 0.0 0.0 0.22
H 1.07850 -0.40036 -4.39892 0.2 0.4 -0.4 0.32
H 0.17730 2.08273 -3.37803 0.0 0.3 -0.1 0.15
H 3.53917 -0.40212 -1.74678 0.0 -0.1 0.1 0.31
```
Positions in Å, forces in eV/Å.



3.
Below is a structure of composition C13H4Br4ClO4Re, with properties calculated with wB97M-V/def2-TZVPD.

* spin multiplicity: 2
* orbital gap (spin up / spin down): 5.8 / 3.2 eV
* max |F|: 1.89 eV/A
* total charge: +1
* <S²>: 0.772

Structure (XYZ):
```
27
Properties=species:S:1:pos:R:3:forces:R:3:mulliken_charge:R:1
Re -0.51627 -0.05066 0.01252 1.3 0.7 0.5 0.94
Br -4.29613 -4.92224 -2.15595 0.1 0.2 0.0 -0.05
C -3.46174 -3.28072 -1.79082 -0.8 0.2 -1.7 0.61
C -3.59045 -2.21093 -2.85884 -0.5 -1.8 0.3 0.61
Br -4.56732 -2.68171 -4.39125 0.1 0.0 0.2 -0.05
C -3.12768 -0.91942 -2.84612 0.5 1.4 0.1 -0.65
Br -3.43593 0.37394 -4.12506 0.0 -0.3 0.3 0.06
C -2.34006 -0.48596 -1.65132 1.0 0.5 0.0 1.52
O -1.50265 0.60001 -1.51632 -1.0 -0.4 -0.7 -0.83
C -2.16797 -1.92243 -0.21641 1.0 0.2 0.3 1.52
O -1.22927 -1.68214 0.76334 -0.9 -0.8 -0.3 -0.83
C -2.85353 -3.20527 -0.56329 0.6 0.1 1.3 -0.65
Br -2.85009 -4.50476 0.74617 0.0 0.3 -0.3 0.06
Cl -6.84424 1.53121 2.35859 -0.1 0.0 0.0 -0.19
C -5.16248 1.39517 2.01907 0.1 -0.1 -0.1 -0.07
C -4.24938 2.18321 2.69722 0.0 0.0 0.0 -0.39
C -2.90900 2.04508 2.39678 -0.1 0.0 0.0 -0.66
C -2.48204 1.14036 1.43968 0.6 -0.1 -0.1 1.17
O -1.09187 1.13120 1.26257 -0.3 0.9 0.9 -0.78
C -3.38995 0.32110 0.72950 0.0 -0.1 -0.1 -0.32
C -3.17121 -0.73030 -0.34939 -0.5 0.1 0.2 0.18
O -1.42977 -1.60458 -1.43353 -0.8 -0.9 -0.8 -0.69
C -4.73616 0.48938 1.06074 -0.2 0.1 0.1 -1.49
H -4.58143 2.88962 3.44437 0.0 0.0 0.0 0.44
H -2.16061 2.64032 2.90198 0.0 0.0 0.0 0.47
H -4.15705 -1.10260 -0.60388 -0.1 0.0 0.0 0.63
H -5.48666 -0.10484 0.55667 0.0 0.0 0.0 0.42
```
Positions in Å, forces in eV/Å.



Values of energy, in order: -5411.484 -22232.873 -316543.284, all in eV.
Values of energy relative to the best compared isomer or geometry (same formula, charge and spin), in order: 54.6 0.0 144.0, all in kJ/mol.